The following is a quantum chemistry calculation of 6 unconnected molecules or ions with the total composition C26H67ClN5O12 in a non-equilibrium geometry, from the Open Molecules 2025 dataset.

Properties
Multiplicity: 2
Charge: -2
Gap between HOMO and LUMO (alpha / beta): 1.1 / 7.4 eV
HOMO (alpha / beta): 0.10445 / -0.12900 Ha

Atoms and positions in Å:
Cl1 0.06792 0.37087 -0.59076
O1 3.07990 -3.34545 1.52911
O2 0.27076 -0.52379 0.48986
O3 -0.72758 -6.51199 -0.10375
O4 5.17487 0.25896 -0.07300
O5 -0.20795 1.71852 -0.09363
O6 -2.63200 1.20803 4.10235
O7 -2.60955 3.16537 -2.82102
O8 4.12404 5.39305 0.48977
O9 -1.11650 0.02322 -1.29582
O10 1.18256 0.29194 -1.53536
O11 -5.18428 0.44487 3.04477
O12 1.36019 0.71206 -5.61619
N1 -1.46029 1.25756 -4.72931
N2 -3.14139 0.14163 1.16068
N3 0.58638 -5.61340 1.98713
N4 5.31647 2.87686 -1.60750
N5 -1.36120 -1.10160 3.14028
C1 0.17351 -7.03255 2.03166
C2 -2.80964 1.73409 -4.86904
C3 5.31384 0.38819 -1.46413
C4 2.34534 -3.87827 2.62703
C5 -1.91295 -6.51647 -1.08558
C6 -1.09068 -7.16094 1.08488
C7 5.07007 5.02893 1.51000
C8 -6.44131 0.59530 3.83736
C9 -5.38245 0.96672 1.69401
C10 -1.33748 3.79789 -2.56776
C11 2.25596 -3.42510 0.34193
C12 -2.96577 3.12410 -4.18059
C13 -0.95660 0.25289 -5.57967
C14 -0.84135 -0.28964 4.24216
C15 4.46940 4.14102 -1.68074
C16 -4.02333 1.81023 -0.27505
C17 -3.99050 1.28457 1.14043
C18 0.40870 -0.23150 -5.19488
C19 -1.26872 1.12003 3.98808
C20 3.57755 4.43949 -0.39460
C21 1.67856 1.84488 -4.83350
C22 0.74570 -0.37358 4.22814
C23 4.15245 -0.67963 0.18673
C24 -3.06841 2.50885 4.38197
C25 4.49731 1.65442 -1.79264
C26 1.93925 -5.43703 2.48690
H1 4.97167 3.96595 1.73019
H2 3.46171 1.68905 -1.45436
H3 0.98478 -7.65020 1.64635
H4 -0.13621 -7.33899 3.03080
H5 -1.57621 -6.18432 -2.06762
H6 3.06998 -3.93204 3.43950
H7 -3.40559 1.01523 -4.30673
H8 -0.79005 -0.69651 2.41242
H9 -2.46325 -7.42606 -1.32625
H10 1.11755 0.05471 3.29733
H11 1.03410 -1.39418 4.47980
H12 -6.67949 1.65879 3.81878
H13 2.27061 1.60396 -3.95060
H14 4.37223 -1.58639 -0.37682
H15 -1.65935 -0.57725 -5.50830
H16 -6.06281 1.81787 1.66686
H17 2.66384 4.98839 -0.62252
H18 3.96668 -0.83831 1.24899
H19 1.52859 -3.22822 2.94082
H20 1.96617 -4.45404 0.12885
H21 -2.89477 2.65682 5.44782
H22 -0.49785 3.10982 -2.66609
H23 -0.97457 -2.01830 3.31431
H24 5.09809 -0.47478 -2.09407
H25 3.25085 -0.15511 -0.12964
H26 -1.94369 -6.55535 1.39105
H27 1.34772 -2.83163 0.23699
H28 3.83853 3.95746 -2.55046
H29 3.26458 3.51034 0.08166
H30 -2.31041 0.51894 0.72803
H31 4.96107 5.10403 -1.81851
H32 -1.16642 1.20013 -3.76472
H33 -3.57173 2.05255 1.79077
H34 2.90815 -3.21984 -0.50696
H35 6.08717 5.17516 1.14638
H36 -2.60154 3.37600 3.91485
H37 -2.61321 -5.75079 -0.75169
H38 1.11817 0.32523 4.97716
H39 -1.28933 -8.23196 1.04528
H40 -6.43668 0.23339 4.86552
H41 -1.10768 4.66263 -3.19028
H42 4.82704 5.64335 2.37690
H43 5.72343 2.83350 -0.68413
H44 -7.31948 0.18471 3.33902
H45 0.47223 -1.26262 -5.54250
H46 0.62191 -0.46524 -4.15181
H47 -2.46617 3.94123 -4.70098
H48 -4.05917 2.89943 -0.29640
H49 -3.39525 -0.53207 0.45232
H50 -4.12621 2.73474 4.24731
H51 -0.75036 1.67549 4.76966
H52 2.17126 -5.92049 3.43588
H53 0.76505 2.28111 -4.42941
H54 -3.20232 1.76767 -5.88529
H55 4.30533 1.54057 -2.85954
H56 2.59664 -5.86998 1.73291
H57 -5.72956 0.22760 0.97199
H58 6.37410 0.50580 -1.68804
H59 -0.76611 1.53363 3.11377
H60 -3.98534 3.48532 -4.31508
H61 -3.03989 1.74072 -0.73992
H62 -1.15568 4.14353 -1.55012
H63 -0.96124 0.47876 -6.64600
H64 -1.13446 -0.68618 5.21425
H65 -4.79494 1.29076 -0.84327
H66 2.27749 2.55117 -5.40843
H67 0.38952 -5.28832 1.05135

Cartesian forces, eV/Å:
-0.7 1.3 -1.4
-1.9 -0.2 -0.5
0.7 -0.6 1.1
-2.0 -1.4 -3.1
1.4 -1.3 0.7
1.4 -0.1 0.1
-1.3 1.0 -1.0
0.9 0.7 0.4
1.0 0.3 0.9
-1.1 -1.0 -1.0
-0.1 0.7 0.9
-2.7 0.3 0.4
1.5 -0.3 -1.7
0.8 2.5 -0.4
0.8 -0.4 0.4
-0.8 -1.2 2.0
-0.9 1.3 0.3
0.5 0.0 1.2
-1.5 1.6 -1.2
0.2 0.3 1.8
-0.1 1.9 0.5
1.0 -1.9 0.5
1.5 1.2 0.6
1.6 0.8 1.1
-0.8 -0.5 -1.3
0.9 0.7 -1.8
1.5 -0.7 0.5
0.7 -0.5 0.1
1.1 -0.8 -0.9
-0.3 0.2 -1.0
-1.1 -1.6 0.7
1.8 -0.9 -0.9
-0.8 -1.2 1.3
0.2 1.3 0.0
-0.7 0.8 0.0
-0.1 0.3 1.2
1.6 -0.1 1.6
0.0 0.0 -1.0
-0.6 -0.6 1.0
-1.5 1.2 0.7
-0.9 1.0 0.2
-0.2 0.7 1.4
0.9 -0.2 -2.5
-0.1 2.4 -1.6
-0.1 -0.1 0.3
0.1 -0.3 1.1
0.0 -0.5 -0.1
0.2 0.0 0.2
0.6 0.2 0.2
0.1 0.5 0.2
-0.9 0.0 0.0
-0.4 -0.5 -1.2
0.4 -0.6 0.9
0.1 -0.7 -0.3
0.3 0.1 -0.4
0.1 0.4 0.5
0.2 -0.4 0.1
-0.4 -0.2 0.3
-0.1 -0.9 -0.1
0.0 0.2 0.2
-0.2 -0.5 -0.8
0.7 -0.2 0.0
-0.3 -0.2 -0.3
0.0 -0.2 0.3
0.1 0.3 0.5
-0.1 -0.4 -0.4
0.0 -0.6 -0.4
-0.9 -0.3 0.4
-0.6 -0.8 -0.5
-0.3 -0.6 1.1
0.2 0.5 0.8
-0.3 0.3 0.0
0.2 -0.2 0.3
0.7 -0.3 0.3
0.9 -0.4 -0.3
-0.2 -0.4 0.0
0.3 0.0 0.1
0.0 0.5 0.1
0.2 0.3 0.2
0.8 -0.4 -0.7
-0.1 -0.1 0.3
0.3 -0.2 0.5
-0.5 -0.1 -0.6
0.8 -0.2 -0.2
-0.5 0.0 -0.5
0.3 -0.1 0.0
0.1 -0.1 0.2
0.1 -0.7 -0.3
1.0 0.2 -1.3
-0.8 0.6 0.7
0.8 -0.3 -0.4
-1.2 0.3 -0.1
-0.6 -0.3 -0.1
-0.2 -1.0 -0.4
-0.2 0.6 0.7
-0.7 -0.1 0.1
0.0 0.4 -0.3
0.4 0.1 -0.2
0.2 0.5 -0.6
0.8 -0.1 0.1
-0.7 -0.6 0.4
0.2 0.7 0.1
-0.6 -0.2 -0.9
-0.6 -0.5 0.5
-0.1 -0.9 -0.1
-1.1 -0.2 0.3
0.2 0.6 -0.1
-0.5 0.3 0.1
0.1 0.3 -0.4
-0.3 -0.1 -0.4
0.5 0.2 0.0